[1]
One molecule with the formula C7H14N2O4S, computed with ωB97M-V with the def2-TZVPD basis set.

Values from the calculation:
Energy ... -1083.8333 Ha
Structure (SMILES) ... C[C@@H](O)[C@H](NC(=O)[C@@H](N)CS)C(=O)O
HOMO energy ... -9.03 eV
Energy above the lowest of the compared OMol25 structures with the same formula, charge and spin ... 0.3 kcal per mole
Strongest force on any atom ... 1.1 eV Å⁻¹
E_LUMO ... 0.402 eV

Positions of all 28 atoms, in Å:
C -0.328 3.047 2.160
C 0.226 1.860 1.370
O 0.782 0.949 2.295
C -0.893 1.180 0.526
N -0.748 -0.249 0.328
C 0.375 -0.845 -0.108
O 1.469 -0.290 -0.141
C 0.185 -2.311 -0.517
N -1.181 -2.506 -0.983
C 1.263 -2.735 -1.526
S 2.915 -3.062 -0.832
C -1.070 1.923 -0.797
O -1.061 3.126 -0.904
O -1.248 1.109 -1.855
H -0.793 3.758 1.504
H 0.456 3.552 2.698
H -1.039 2.695 2.894
H 1.014 2.185 0.669
H 1.370 0.420 1.772
H -1.865 1.297 1.082
H -1.583 -0.786 0.249
H 0.340 -2.930 0.402
H -1.346 -2.108 -1.898
H -1.348 -3.492 -1.063
H 0.982 -3.689 -1.978
H 1.333 -2.004 -2.314
H 3.145 -1.808 -0.427
H -1.354 1.713 -2.606

[2]
C46H41LaN5O6PS3 as an isolated structure, computed with ωB97M-V with the def2-TZVPD basis set.

Values from the calculation:
Energy ... -4070.3395 Ha
HOMO energy ... -0.98 eV
Energy above the lowest of the compared OMol25 structures with the same formula, charge and spin ... 69.5 kcal per mole
Charge ... -2
Strongest force on any atom ... 3.4 eV Å⁻¹
E_LUMO ... 4.004 eV

Positions of all 103 atoms, in Å:
La 1.645 -1.029 0.775
O 2.169 0.043 5.466
C 0.874 0.285 5.712
C 0.527 0.981 6.871
C -0.795 1.220 7.185
C -1.801 0.763 6.348
C -1.470 0.088 5.190
C -0.145 -0.157 4.851
C 0.192 -0.864 3.593
O 1.420 -1.111 3.301
N -0.834 -1.264 2.887
N -0.509 -1.918 1.717
C -1.367 -2.823 1.382
C -1.195 -3.779 0.333
C -2.263 -4.622 0.007
C -2.150 -5.597 -0.958
C -0.924 -5.773 -1.600
C 0.160 -5.006 -1.265
C 0.085 -3.957 -0.303
O 1.110 -3.257 -0.018
H 2.190 -0.431 4.582
H 1.323 1.333 7.511
H -1.045 1.762 8.089
H -2.838 0.943 6.597
H -2.225 -0.270 4.512
H -2.255 -2.936 2.016
H -3.208 -4.471 0.521
H -2.994 -6.229 -1.200
H -0.833 -6.526 -2.374
H 1.112 -5.156 -1.751
C 6.574 -1.272 3.597
S 6.480 -0.038 2.261
C 4.741 -0.257 1.884
S 4.244 -1.850 1.434
N 4.070 0.816 2.049
N 2.737 0.864 1.751
C 2.086 1.766 2.476
C 0.744 2.067 2.367
C 0.068 2.860 3.318
C -1.293 2.825 3.415
C -2.002 1.870 2.618
C -1.375 1.205 1.634
N -0.039 1.583 1.223
H 7.615 -1.379 3.883
H 6.172 -2.202 3.208
H 5.979 -0.919 4.434
H 2.654 2.280 3.257
H 0.668 3.413 4.033
H -1.819 3.385 4.176
H -3.023 1.619 2.878
H -1.857 0.453 1.025
O 4.028 0.545 -1.686
S 2.777 -0.158 -1.780
O 2.851 -1.602 -1.609
O 1.671 0.404 -0.969
C 2.108 0.137 -3.417
C 2.751 0.885 -4.380
C 2.056 1.257 -5.520
C 0.730 0.875 -5.674
C 0.105 0.101 -4.712
C 0.794 -0.274 -3.562
P 0.106 -1.380 -2.248
C -0.331 -2.639 -3.528
C 0.742 -3.447 -3.898
C 0.584 -4.439 -4.846
C -0.654 -4.643 -5.437
C -1.722 -3.837 -5.085
C -1.561 -2.836 -4.141
C -1.520 -0.597 -1.977
C -2.562 -1.407 -1.526
C -3.761 -0.854 -1.123
C -3.935 0.521 -1.163
C -2.899 1.332 -1.595
C -1.694 0.782 -1.998
H 3.776 1.174 -4.201
H 2.539 1.857 -6.277
H 0.178 1.195 -6.549
H -0.925 -0.200 -4.845
H 1.696 -3.267 -3.420
H 1.420 -5.072 -5.112
H -0.780 -5.421 -6.180
H -2.691 -3.999 -5.543
H -2.404 -2.210 -3.885
H -2.407 -2.476 -1.472
H -4.552 -1.493 -0.753
H -4.869 0.960 -0.835
H -3.019 2.407 -1.573
H -0.869 1.419 -2.283
C -2.316 5.302 -0.168
C -0.942 4.946 -0.759
C -1.026 4.878 -2.289
C 0.064 6.026 -0.340
C -0.527 3.669 -0.179
C -0.216 2.652 0.385
H -2.648 6.283 -0.513
H -2.251 5.304 0.917
H -3.064 4.564 -0.446
H -1.383 5.825 -2.697
H -1.704 4.090 -2.605
H -0.046 4.659 -2.705
H -0.279 7.008 -0.669
H 1.042 5.826 -0.771
H 0.166 6.034 0.742

[3]
A 2-piece molecular cluster, C3H3IS overall, computed with ωB97M-V with the def2-TZVPD basis set.

Values from the calculation:
Energy ... -811.8763 Ha
Structure (SMILES) ... C#CC=S.I
HOMO energy ... -9.07 eV
Energy above the lowest of the compared OMol25 structures with the same formula, charge and spin ... 15.5 kcal per mole
Strongest force on any atom ... 1.9 eV Å⁻¹
E_LUMO ... -1.109 eV

Positions of all 8 atoms, in Å:
C -1.226 1.392 -0.939
C -1.498 0.369 -0.342
C -1.825 -0.818 0.370
S -1.181 -2.262 -0.074
H -0.750 2.178 -1.534
H -2.528 -0.879 1.269
I 4.380 0.156 -0.155
H 4.628 -0.136 1.405

[4]
A 2-piece molecular cluster, C6H7Cl2N overall, computed with ωB97M-V with the def2-TZVPD basis set.

Values from the calculation:
Energy ... -1207.6802 Ha
HOMO energy (spin up / spin down) ... -5.35 / -9.85 eV
Energy above the lowest of the compared OMol25 structures with the same formula, charge and spin ... 48.1 kcal per mole
Multiplicity ... 3
Strongest force on any atom ... 5.5 eV Å⁻¹
⟨S²⟩ ... 2.0114
E_LUMO (spin up / spin down) ... 0.803 / -1.722 eV

Positions of all 16 atoms, in Å:
C -3.392 1.509 0.452
C 0.395 0.095 0.129
C -3.781 0.357 0.446
C -0.565 -0.997 0.083
C -1.552 -1.184 -0.819
C 1.885 -0.288 0.126
N -2.348 -1.250 -1.707
Cl -4.391 -1.130 0.485
Cl -0.822 -1.781 1.674
H -2.904 2.327 0.194
H -0.116 0.644 0.940
H 0.275 0.661 -0.899
H 2.401 0.634 -0.056
H 2.305 -0.641 1.129
H 2.120 -1.105 -0.593
H -2.307 -1.739 -2.652

[5]
A 2-piece molecular cluster, C3H8NS overall, computed with ωB97M-V with the def2-TZVPD basis set.

Values from the calculation:
Energy ... -572.0361 Ha
HOMO energy ... -2.36 eV
Energy above the lowest of the compared OMol25 structures with the same formula, charge and spin ... 26.5 kcal per mole
Charge ... -1
Strongest force on any atom ... 1.0 eV Å⁻¹
E_LUMO ... 4.201 eV

Positions of all 13 atoms, in Å:
C 2.073 0.445 1.086
S 1.521 -1.250 1.486
H 1.245 1.019 0.666
H 2.903 0.482 0.384
H 2.416 0.977 1.980
C -1.930 0.125 -0.024
C -0.503 -0.584 -1.680
N -1.633 -0.087 -1.424
H -2.507 1.051 0.097
H -2.532 -0.675 0.406
H -1.037 0.176 0.615
H -0.225 -0.820 -2.701
H 0.208 -0.858 -0.892

[6]
C20H20ClNO10Os as an isolated structure, computed with ωB97M-V with the def2-TZVPD basis set.

Values from the calculation:
Energy ... -2132.1007 Ha
HOMO energy (spin up / spin down) ... -9.47 / -9.47 eV
Energy above the lowest of the compared OMol25 structures with the same formula, charge and spin ... 13.6 kcal per mole
Strongest force on any atom ... 1.0 eV Å⁻¹
E_LUMO (spin up / spin down) ... -2.646 / -2.683 eV

Positions of all 53 atoms, in Å:
Os -0.642 -0.465 0.001
O 2.132 -0.113 1.425
C 1.842 0.814 2.493
C 0.440 1.435 2.283
O 0.096 2.407 2.896
O -0.366 0.781 1.465
C 1.849 0.026 3.801
C 0.672 -0.354 4.435
C 0.715 -1.151 5.571
C 1.933 -1.574 6.078
C 3.113 -1.198 5.448
C 3.072 -0.399 4.317
C 2.904 1.910 2.476
C 3.879 1.953 1.488
C 4.839 2.960 1.494
C 4.834 3.923 2.488
C 3.867 3.874 3.484
C 2.910 2.875 3.482
H 2.005 -1.010 1.761
H -0.289 -0.021 4.061
H -0.208 -1.437 6.058
H 1.966 -2.194 6.965
H 4.068 -1.520 5.843
H 3.992 -0.091 3.837
H 3.910 1.193 0.721
H 5.595 2.980 0.719
H 5.583 4.704 2.494
H 3.861 4.617 4.272
H 2.159 2.840 4.258
C 1.810 2.366 -1.708
C 0.858 1.217 -1.971
C 1.072 0.553 -3.316
O 1.106 0.176 -0.952
C -0.589 1.669 -1.859
O -0.963 2.603 -2.509
O -1.399 0.976 -1.048
H 2.839 2.008 -1.755
H 1.627 2.832 -0.737
H 1.666 3.128 -2.473
H 2.122 0.288 -3.431
H 0.788 1.253 -4.101
H 0.465 -0.348 -3.401
H 1.681 0.471 -0.214
Cl -0.073 -4.073 -3.165
C -1.686 -3.376 -2.900
C -1.757 -2.562 -1.629
O -2.633 -2.685 -0.818
O -0.763 -1.656 -1.528
H -2.412 -4.179 -2.844
H -1.912 -2.728 -3.745
O -2.102 -1.197 1.333
N -1.347 -2.023 1.866
O -0.198 -2.013 1.255

[7]
C16H22ClHfN as an isolated structure, computed with ωB97M-V with the def2-TZVPD basis set.

Values from the calculation:
Energy ... -1185.2843 Ha
HOMO energy ... -15.99 eV
Charge ... +2
Strongest force on any atom ... 3.8 eV Å⁻¹
E_LUMO ... -8.242 eV

Positions of all 41 atoms, in Å:
C 0.104 0.429 -4.006
C 1.485 0.980 -4.378
C -0.126 -0.927 -4.678
C -0.999 1.414 -4.405
Cl 0.058 0.267 -2.281
H -0.085 -0.752 -5.762
H -1.117 -1.320 -4.433
H 0.664 -1.634 -4.413
H 1.551 1.139 -5.470
H 2.248 0.252 -4.071
H 1.634 1.930 -3.844
H -0.982 1.580 -5.497
H -0.832 2.361 -3.874
H -1.972 0.989 -4.123
C 1.432 -1.261 2.853
C 0.771 -2.354 2.190
C 1.189 -2.352 0.820
H 0.185 -3.128 2.671
C 2.156 -1.315 0.644
C 2.340 -0.666 1.909
H 3.080 0.093 2.130
H 1.409 -1.041 3.926
H 0.934 -3.086 0.065
H 2.733 -1.132 -0.262
C -2.168 0.494 2.404
C -1.781 -0.844 2.786
C -1.982 -1.678 1.619
H -1.674 -1.206 3.804
C -2.370 -0.845 0.523
C -2.539 0.486 1.026
H -2.924 1.332 0.454
H -2.223 1.349 3.068
H -2.006 -2.767 1.618
H -2.647 -1.167 -0.464
Hf -0.060 -0.276 1.422
C 0.813 2.662 4.756
C 0.633 2.068 3.468
N 0.476 1.455 2.487
H 0.291 3.619 4.826
H 1.873 2.845 4.957
H 0.425 2.005 5.539